[1]
{
  "formula": "C2CuMgO4",
  "method": "ωB97M-V/def2-TZVPD",
  "lumo_energy_ev": [-2.0, -3.0],
  "spin_multiplicity": 2,
  "largest_force_ev_per_a": 3.06,
  "charge": 0,
  "orbital_gap_ev": [4.84, 3.84],
  "s2": 0.764,
  "e_homo_ev": [-6.8, -6.8],
  "species": ["Cu", "Mg", "O", "O", "O", "O", "C", "C"],
  "positions_angstrom": [[2.3178, 0.1150, -0.3331], [-3.1325, 0.7673, 3.1224], [-0.3995, -0.0644, 2.5952], [-0.7918, -0.2749, -2.4222], [1.4059, 0.1490, -2.2323], [0.3410, -0.7598, -0.5371], [0.2966, -0.3632, -1.8133], [-0.0375, 0.4310, 1.6204]],
  "forces_ev_per_angstrom": [[-1.2, -0.3, -0.8], [-0.4, 0.1, 0.1], [1.0, 1.0, -2.7], [1.6, -0.7, 0.6], [-0.2, -0.6, 0.3], [0.3, 0.0, -2.4], [-0.5, 1.3, 1.9], [-0.5, -0.7, 2.9]]
}

***

[2]
{
  "formula": "C12H26F6HgN2O11S5",
  "method": "ωB97M-V/def2-TZVPD",
  "lumo_energy_ev": 0.0,
  "spin_multiplicity": 1,
  "largest_force_ev_per_a": 6.95,
  "charge": 0,
  "orbital_gap_ev": 9.00,
  "relative_energy_ev": 0.000,
  "e_homo_ev": -9.0,
  "species": ["Hg", "S", "S", "S", "S", "S", "F", "F", "F", "F", "F", "F", "O", "O", "O", "O", "O", "O", "O", "O", "O", "O", "O", "N", "N", "C", "C", "C", "C", "C", "C", "C", "C", "C", "C", "C", "C", "H", "H", "H", "H", "H", "H", "H", "H", "H", "H", "H", "H", "H", "H", "H", "H", "H", "H", "H", "H", "H", "H", "H", "H", "H", "H"],
  "positions_angstrom": [[0.4156, -0.2449, -0.3192], [-2.4475, -1.6759, -2.6554], [2.6331, -2.2977, 1.6002], [0.0852, -2.4750, 2.3360], [2.1699, 2.0623, 1.8595], [0.2898, 2.8151, -2.1303], [-2.2871, -2.8745, 0.8620], [-0.6079, -4.3381, 0.6040], [2.3183, -4.9713, 2.1394], [4.2768, -4.4408, 1.2222], [2.4585, -4.4890, -0.0911], [-1.9478, -4.4662, 2.4112], [-1.5530, -1.0407, -1.5783], [3.7051, -1.5088, 0.8958], [1.1696, -0.7044, -2.5858], [-0.3398, 1.6991, -1.2521], [2.9386, -2.2325, 3.0289], [3.0908, -0.0207, -3.3499], [2.5849, 0.3080, -1.2680], [-1.2507, 0.9265, 1.2641], [-0.6898, -1.3971, 3.0335], [0.6398, -3.3700, 3.2860], [1.6558, 0.6491, 1.5637], [-3.1045, 1.4098, 2.4676], [0.9807, -1.8328, 1.1115], [-3.5429, -0.0228, 2.5487], [-0.2380, 2.2668, -3.7759], [3.3723, 1.9216, 3.2617], [3.4463, 2.5882, 0.6155], [-3.9455, 2.3715, 3.1598], [-1.9651, 1.7546, 1.8357], [-1.4459, -3.2176, -3.1188], [-0.9928, 4.1700, -2.0274], [2.9117, -4.1701, 1.2182], [-2.0223, -0.7453, -4.1521], [-1.3069, -3.6187, 1.4966], [2.2949, -0.2131, -2.3527], [-4.5794, -0.2503, 2.2996], [-0.4678, -2.8545, -3.4343], [-0.9658, 4.6770, -1.0629], [-0.4970, 3.1125, -4.4129], [-2.0044, -3.7324, -3.9006], [3.9900, 2.8186, 3.3055], [-2.9385, -0.6990, 1.9442], [-3.2234, 3.1751, 3.3043], [-3.2572, -0.2446, 3.5770], [3.1093, 2.6141, -0.4208], [-4.7433, 2.7405, 2.5153], [3.7291, 3.6332, 0.7425], [-0.8650, 4.8444, -2.8741], [-2.4241, 0.2674, -4.1178], [4.3122, 1.9327, 0.5223], [3.9021, 0.9824, 3.1019], [3.7562, 0.4528, -2.8453], [-1.8515, 2.8491, 1.7977], [-2.0467, 3.9302, -2.1690], [-1.2007, 1.8082, -3.5498], [2.7787, 1.7448, 4.1586], [-4.2042, 2.0446, 4.1669], [-1.2687, -3.9623, -2.3429], [0.4976, 1.5403, -4.1213], [-2.3320, -1.3578, -4.9989], [-0.9555, -0.6414, -4.3502]],
  "forces_ev_per_angstrom": [[0.0, 0.2, -0.2], [3.4, -0.1, 1.2], [4.3, 3.3, 0.4], [-5.5, 3.3, 2.8], [0.5, -0.6, -0.6], [-2.9, -0.9, 0.8], [1.5, -1.3, 0.9], [-1.1, -0.1, 0.2], [1.0, 1.1, -1.8], [-2.6, 0.8, 0.1], [0.7, 0.6, 2.8], [1.5, 1.8, -1.9], [-1.8, -0.6, -0.7], [-3.6, -2.5, 0.0], [-0.7, -1.1, -0.3], [1.0, 1.9, -0.9], [-1.5, -0.5, -1.5], [2.1, 0.1, -1.8], [1.0, 0.5, 1.5], [-0.5, 1.3, 0.5], [1.4, -2.0, -2.5], [1.0, -1.2, -0.6], [1.2, 2.0, 0.6], [-1.2, -1.6, -0.5], [2.4, -3.4, 2.4], [1.5, 0.4, 0.5], [-0.4, 0.3, 0.5], [-1.0, -0.8, -0.6], [0.0, -0.1, -0.8], [1.9, 0.6, -0.5], [-0.4, -1.7, -0.9], [-0.6, 0.6, -0.4], [0.1, 0.2, -0.3], [0.5, -1.5, -1.5], [0.3, -0.5, -0.6], [-0.1, 0.7, 0.5], [-3.5, 0.3, 0.8], [-0.1, 0.7, 0.3], [-0.1, 0.1, -0.2], [0.5, 0.0, -0.1], [0.8, 0.0, -0.3], [0.2, 0.1, -0.3], [-0.1, -0.2, 0.0], [0.2, 0.6, -0.1], [-0.5, 0.7, 0.2], [-0.7, -0.7, 0.1], [-1.0, -0.4, 0.2], [-0.4, -0.2, 0.4], [0.1, 0.0, 0.9], [0.8, 0.4, 0.3], [-0.5, -0.4, 0.0], [0.0, -0.1, 0.7], [0.4, 0.2, -0.3], [1.2, 0.4, -0.6], [0.6, 0.0, 0.1], [0.1, -1.3, 0.1], [0.3, -0.3, 0.1], [0.0, 0.4, 0.0], [-0.4, -0.2, -0.3], [-0.5, 0.6, 0.6], [-0.2, 0.2, -0.3], [-0.7, 0.3, -0.1], [0.3, -0.2, 0.9]]
}

***

[3]
{
  "formula": "C2I2N2O2",
  "method": "ωB97M-V/def2-TZVPD",
  "lumo_energy_ev": [-0.8, -3.4],
  "spin_multiplicity": 3,
  "largest_force_ev_per_a": 3.17,
  "charge": 0,
  "orbital_gap_ev": [6.05, 6.20],
  "relative_energy_ev": 0.013,
  "s2": 2.012,
  "e_homo_ev": [-6.8, -9.6],
  "species": ["I", "I", "O", "O", "N", "N", "C", "C"],
  "positions_angstrom": [[-3.5247, -0.8296, -0.1612], [-1.2550, 3.3205, 0.2113], [1.0761, -0.1614, -0.7168], [-0.0102, -3.0886, 0.6488], [-0.8762, -2.3225, 0.3259], [0.4717, 0.8002, -0.4056], [-1.6015, -1.5669, -0.1748], [-0.2105, 1.5604, 0.1792]],
  "forces_ev_per_angstrom": [[-2.9, 0.9, 0.3], [0.5, -0.8, 0.0], [1.1, -1.1, -1.0], [0.6, -0.8, 0.7], [1.9, -2.2, 1.2], [-1.6, 1.1, 1.9], [0.4, 2.1, -2.2], [0.0, 0.8, -0.9]]
}

***

[4]
{
  "formula": "H4O2",
  "method": "ωB97M-V/def2-TZVPD",
  "lumo_energy_ev": 0.7,
  "spin_multiplicity": 1,
  "largest_force_ev_per_a": 2.57,
  "charge": 0,
  "orbital_gap_ev": 11.90,
  "smiles": "O.O",
  "relative_energy_ev": 0.264,
  "e_homo_ev": -11.2,
  "species": ["O", "O", "H", "H", "H", "H"],
  "positions_angstrom": [[0.3512, -1.3607, 0.6514], [0.0695, 1.9092, -0.7851], [-0.7634, 2.0618, -1.3119], [0.8444, -1.8448, 1.3738], [-0.2259, -1.9962, 0.2048], [-0.2757, 1.2308, -0.1331]],
  "forces_ev_per_angstrom": [[0.6, -0.6, 1.0], [-2.3, -1.0, 0.3], [1.4, 0.0, 0.6], [-1.0, 0.7, -1.4], [0.3, 0.0, 0.3], [1.0, 1.0, -0.9]]
}

***

[5]
{
  "formula": "C5H3F2N",
  "method": "ωB97M-V/def2-TZVPD",
  "lumo_energy_ev": 0.2,
  "spin_multiplicity": 1,
  "largest_force_ev_per_a": 3.34,
  "charge": 0,
  "orbital_gap_ev": 10.06,
  "smiles": "Fc1ccc(F)nc1",
  "relative_energy_ev": 0.554,
  "e_homo_ev": -9.9,
  "species": ["F", "F", "N", "C", "C", "C", "C", "C", "H", "H", "H"],
  "positions_angstrom": [[2.6508, -0.3258, -0.0747], [-2.7638, -0.3076, -0.0560], [-0.8525, -1.3516, 0.0744], [0.6378, 1.0844, 0.1333], [-1.4438, -0.1723, 0.0079], [1.2707, -0.1661, -0.0247], [0.5162, -1.3483, 0.0528], [-0.7707, 0.9970, -0.0523], [1.0255, -2.3281, -0.0665], [1.2402, 2.0834, 0.0921], [-1.5105, 1.8351, -0.0862]],
  "forces_ev_per_angstrom": [[-1.7, 0.6, 0.1], [-0.4, 1.0, 0.0], [2.3, 0.0, 0.0], [0.4, 0.2, -1.9], [1.0, -3.2, -0.2], [0.4, -0.2, 1.2], [-1.1, 0.0, -0.9], [-0.6, 3.0, 1.0], [-0.4, 0.8, 0.4], [-1.4, -2.1, 0.2], [1.4, -0.1, 0.0]]
}

***

[6]
{
  "formula": "C2H2O2S2",
  "method": "ωB97M-V/def2-TZVPD",
  "lumo_energy_ev": -2.1,
  "spin_multiplicity": 1,
  "largest_force_ev_per_a": 2.75,
  "charge": 0,
  "orbital_gap_ev": 7.03,
  "relative_energy_ev": 2.047,
  "e_homo_ev": -9.1,
  "species": ["S", "S", "O", "O", "C", "C", "H", "H"],
  "positions_angstrom": [[3.0854, 0.7192, -2.5401], [3.2074, 2.5686, -1.9374], [2.2964, 1.2217, 0.4344], [1.7447, 0.1788, -2.2801], [0.1993, -0.0471, 0.0922], [1.2994, 0.6564, 0.2371], [-0.4435, -0.0641, -0.8887], [-0.2849, -0.4821, 0.9434]],
  "forces_ev_per_angstrom": [[-1.0, 2.3, 1.1], [0.4, -1.9, -1.1], [-0.3, -0.2, 0.1], [0.9, -0.2, -0.6], [-1.6, 0.3, -2.1], [-0.4, -0.4, 0.2], [1.9, 0.2, 2.0], [0.1, 0.0, 0.4]]
}